(P)
{"formula": "C45H120O45S15", "method": "ωB97M-V with the def2-TZVPD basis set", "species": ["O", "S", "O", "O", "C", "C", "C", "H", "H", "H", "H", "H", "H", "H", "H", "O", "S", "O", "O", "C", "C", "C", "H", "H", "H", "H", "H", "H", "H", "H", "O", "S", "O", "O", "C", "C", "C", "H", "H", "H", "H", "H", "H", "H", "H", "O", "S", "O", "O", "C", "C", "C", "H", "H", "H", "H", "H", "H", "H", "H", "O", "S", "O", "O", "C", "C", "C", "H", "H", "H", "H", "H", "H", "H", "H", "O", "S", "O", "O", "C", "C", "C", "H", "H", "H", "H", "H", "H", "H", "H", "O", "S", "O", "O", "C", "C", "C", "H", "H", "H", "H", "H", "H", "H", "H", "O", "S", "O", "O", "C", "C", "C", "H", "H", "H", "H", "H", "H", "H", "H", "O", "S", "O", "O", "C", "C", "C", "H", "H", "H", "H", "H", "H", "H", "H", "O", "S", "O", "O", "C", "C", "C", "H", "H", "H", "H", "H", "H", "H", "H", "O", "S", "O", "O", "C", "C", "C", "H", "H", "H", "H", "H", "H", "H", "H", "O", "S", "O", "O", "C", "C", "C", "H", "H", "H", "H", "H", "H", "H", "H", "O", "S", "O", "O", "C", "C", "C", "H", "H", "H", "H", "H", "H", "H", "H", "O", "S", "O", "O", "C", "C", "C", "H", "H", "H", "H", "H", "H", "H", "H", "O", "S", "O", "O", "C", "C", "C", "H", "H", "H", "H", "H", "H", "H", "H"], "positions_angstrom": [[5.6239, 9.0550, 4.0376], [4.8016, 7.8488, 3.8349], [3.3725, 7.8318, 4.2489], [4.8765, 7.3656, 2.2429], [3.9294, 6.4871, 1.7332], [2.8529, 7.1742, 0.8617], [5.6433, 6.3514, 4.6491], [3.4308, 5.9178, 2.5176], [4.4069, 5.6823, 1.1742], [3.3653, 7.5703, -0.0150], [2.2234, 7.9061, 1.3678], [2.1721, 6.3845, 0.5438], [4.7613, 5.7446, 4.8537], [6.1559, 6.7218, 5.5369], [6.3426, 6.0080, 3.8867], [-3.5412, -7.0059, -2.5972], [-2.9088, -5.8917, -1.8813], [-3.1859, -4.5021, -2.3036], [-3.1153, -6.1516, -0.2136], [-2.6138, -5.1313, 0.7126], [-1.9813, -5.9711, 1.7958], [-1.0845, -6.1777, -1.9762], [-3.3683, -4.4171, 1.0425], [-1.8372, -4.5917, 0.1705], [-1.0262, -6.3971, 1.4885], [-2.7090, -6.6847, 2.1823], [-1.6772, -5.3185, 2.6142], [-0.4869, -5.5592, -1.3066], [-0.7713, -6.0855, -3.0162], [-0.8799, -7.2119, -1.6993], [1.5446, -6.6480, 1.6406], [2.3272, -6.6879, 0.3955], [1.8635, -6.1274, -0.8523], [3.9155, -6.3391, 0.7112], [4.8922, -6.1666, -0.3656], [6.0682, -5.3984, 0.1846], [2.6659, -8.5568, 0.0422], [4.4673, -5.7433, -1.2758], [5.3205, -7.1149, -0.6902], [5.7234, -4.4010, 0.4575], [6.8469, -5.2482, -0.5632], [6.4718, -5.9149, 1.0555], [3.1806, -9.0228, 0.8825], [3.2746, -8.5165, -0.8611], [1.6520, -8.9502, -0.0318], [-5.6559, 0.5402, 3.5323], [-4.2679, 0.0074, 3.6075], [-3.2660, 0.5619, 2.7334], [-3.7726, 0.0317, 5.2422], [-2.4549, -0.3718, 5.5629], [-1.5704, 0.8886, 5.7986], [-4.4253, -1.7307, 3.2776], [-2.1134, -0.9902, 4.7328], [-2.5892, -0.9191, 6.4959], [-1.5068, 1.5522, 4.9362], [-0.5594, 0.8003, 6.1961], [-2.0660, 1.4041, 6.6212], [-4.3690, -2.0128, 2.2262], [-5.3544, -2.1142, 3.6994], [-3.5926, -2.2533, 3.7484], [-5.9284, 0.0281, -4.7969], [-5.6684, -1.3919, -4.8604], [-6.3553, -2.3398, -5.7846], [-4.0312, -1.4746, -4.9866], [-3.2907, -2.6656, -5.2228], [-3.1822, -2.9623, -6.6726], [-5.8025, -2.0555, -3.0718], [-3.6360, -3.4591, -4.5600], [-2.2894, -2.3508, -4.9290], [-2.8137, -2.0818, -7.1989], [-4.0931, -3.3570, -7.1226], [-2.4064, -3.7243, -6.7474], [-5.2052, -1.4280, -2.4103], [-5.4786, -3.0946, -3.0134], [-6.8610, -1.9970, -2.8182], [-0.4344, 5.8603, 0.2678], [-1.8010, 5.7851, -0.3407], [-2.0455, 5.9346, -1.7480], [-2.5077, 4.3229, 0.1027], [-3.5964, 3.8247, -0.6541], [-4.3493, 2.7798, 0.3055], [-2.9619, 6.9195, 0.5760], [-3.1338, 3.2402, -1.4494], [-4.1845, 4.5884, -1.1630], [-3.8166, 1.8782, 0.6078], [-5.2654, 2.4489, -0.1837], [-4.5608, 3.3808, 1.1899], [-4.0180, 6.6629, 0.4922], [-2.7738, 7.9471, 0.2650], [-2.7716, 6.7369, 1.6336], [-0.4144, 2.6097, -4.4301], [-1.7241, 1.9560, -4.5996], [-2.5996, 1.6410, -3.4642], [-2.5542, 2.9304, -5.6881], [-3.9520, 2.7071, -5.7378], [-4.7388, 3.7166, -4.9146], [-1.4368, 0.4688, -5.7558], [-4.2136, 1.7070, -5.3923], [-4.2792, 2.7786, -6.7751], [-4.3473, 4.7129, -5.1202], [-4.5677, 3.5381, -3.8530], [-5.7687, 3.6001, -5.2517], [-2.4273, 0.2039, -6.1258], [-0.8492, -0.3133, -5.2752], [-0.8765, 0.9201, -6.5747], [-5.1579, -3.1220, -0.0859], [-6.5782, -3.3022, 0.2727], [-6.9023, -3.5220, 1.6486], [-7.4775, -1.9736, -0.3177], [-7.5918, -0.8896, 0.4721], [-6.2466, -0.1575, 0.4107], [-7.3562, -4.6065, -0.7529], [-7.8250, -1.0837, 1.5190], [-8.3057, -0.1951, 0.0294], [-5.4355, -0.7560, 0.8253], [-6.3035, 0.7580, 0.9995], [-5.9591, 0.1134, -0.6052], [-8.4284, -4.5805, -0.5584], [-7.0693, -5.5907, -0.3824], [-7.1369, -4.5363, -1.8183], [3.3711, 3.4649, 5.6236], [4.3946, 2.7392, 4.9028], [4.7761, 3.1590, 3.5999], [5.7627, 2.7102, 5.8699], [7.0869, 2.5380, 5.2921], [8.2373, 2.9161, 6.1750], [4.0869, 0.8658, 4.9008], [7.0900, 2.8958, 4.2625], [7.0402, 1.4650, 5.1064], [7.9563, 2.7393, 7.2133], [8.5159, 3.9603, 6.0331], [9.0876, 2.2930, 5.8979], [3.0555, 0.7214, 4.5791], [4.2328, 0.4793, 5.9095], [4.7891, 0.3105, 4.2791], [-1.9535, 4.0088, 5.9347], [-2.2117, 4.9505, 4.8609], [-2.6944, 6.3430, 4.9629], [-0.8624, 5.0850, 4.0212], [-0.0236, 3.9038, 3.7625], [1.3457, 4.2508, 3.1950], [-3.2630, 4.1439, 3.6497], [-0.5676, 3.4226, 2.9497], [-0.0714, 3.2557, 4.6376], [1.3058, 4.9257, 2.3400], [1.8559, 3.3244, 2.9313], [1.9503, 4.7952, 3.9205], [-4.3171, 4.0838, 3.9207], [-2.9561, 3.1607, 3.2930], [-3.2118, 4.6659, 2.6942], [2.8478, 3.2552, -0.5510], [3.1739, 4.0521, -1.7261], [4.1199, 5.1551, -1.6688], [3.6055, 3.1382, -3.0201], [2.9487, 1.9243, -3.2402], [3.8238, 1.1675, -4.3312], [1.6021, 4.7279, -2.3991], [1.9676, 2.2050, -3.6233], [2.8711, 1.3398, -2.3234], [3.7655, 1.7481, -5.2519], [3.2564, 0.2969, -4.6603], [4.8666, 0.9087, -4.1475], [0.8027, 3.9876, -2.4282], [1.8477, 5.0341, -3.4159], [1.3499, 5.5314, -1.7071], [5.8126, 0.7220, 1.6525], [4.9472, 0.3231, 0.5718], [4.9146, 0.8825, -0.7812], [4.7505, -1.3506, 0.5831], [4.1075, -1.9379, -0.5110], [5.0918, -2.3252, -1.6339], [3.3003, 0.6089, 1.3815], [3.3762, -1.2333, -0.9071], [3.5469, -2.7996, -0.1488], [4.5640, -2.8194, -2.4496], [5.8102, -3.1026, -1.3736], [5.6599, -1.4914, -2.0462], [2.5279, 0.5672, 0.6135], [3.3397, 1.6159, 1.7969], [3.0826, -0.0934, 2.1862], [-1.2175, -2.5629, 2.4921], [0.1222, -2.1476, 2.9898], [0.5583, -0.7687, 2.9895], [0.2676, -2.7719, 4.4827], [1.0537, -2.1655, 5.4634], [1.8269, -3.2414, 6.3593], [1.3655, -3.1849, 2.1575], [0.4111, -1.5807, 6.1215], [1.7430, -1.4076, 5.0912], [1.1883, -4.0356, 6.7461], [2.4762, -2.7582, 7.0894], [2.4675, -3.7597, 5.6457], [1.2461, -4.2232, 2.4669], [2.3283, -2.8087, 2.5036], [1.0829, -3.2468, 1.1066], [0.2045, -2.1443, -7.7345], [1.4599, -1.4607, -7.5545], [1.5449, -0.1068, -6.9850], [2.3272, -2.4257, -6.5099], [1.7894, -2.7648, -5.2194], [2.4055, -3.9805, -4.6072], [2.6410, -1.5636, -9.0271], [0.7165, -2.9569, -5.2125], [1.8601, -1.8830, -4.5826], [3.4889, -3.9486, -4.4923], [2.1724, -4.8629, -5.2032], [2.1046, -4.2137, -3.5859], [3.5002, -0.9020, -8.9159], [2.0582, -1.3111, -9.9130], [2.9916, -2.5947, -9.0706], [-0.5592, -1.1315, -2.8788], [-0.4753, -1.5953, -1.5007], [0.0590, -2.9224, -1.1394], [0.2736, -0.3714, -0.6551], [-0.0059, 1.0300, -0.9974], [-0.3193, 1.6549, 0.3911], [-2.0700, -1.4368, -0.7287], [-0.8225, 1.0866, -1.7172], [0.9253, 1.4183, -1.4098], [-0.5552, 0.9222, 1.1629], [-1.1108, 2.3942, 0.2688], [0.5603, 2.2021, 0.7302], [-2.0069, -1.8113, 0.2930], [-2.6678, -2.0190, -1.4300], [-2.5348, -0.4527, -0.6697]], "multiplicity": 1, "homo_lumo_gap_ev": 10.0, "homo_ha": -0.3763}

---

(Q)
{"formula": "C45H120O45S15", "method": "ωB97M-V with the def2-TZVPD basis set", "species": ["O", "S", "O", "O", "C", "C", "C", "H", "H", "H", "H", "H", "H", "H", "H", "O", "S", "O", "O", "C", "C", "C", "H", "H", "H", "H", "H", "H", "H", "H", "O", "S", "O", "O", "C", "C", "C", "H", "H", "H", "H", "H", "H", "H", "H", "O", "S", "O", "O", "C", "C", "C", "H", "H", "H", "H", "H", "H", "H", "H", "O", "S", "O", "O", "C", "C", "C", "H", "H", "H", "H", "H", "H", "H", "H", "O", "S", "O", "O", "C", "C", "C", "H", "H", "H", "H", "H", "H", "H", "H", "O", "S", "O", "O", "C", "C", "C", "H", "H", "H", "H", "H", "H", "H", "H", "O", "S", "O", "O", "C", "C", "C", "H", "H", "H", "H", "H", "H", "H", "H", "O", "S", "O", "O", "C", "C", "C", "H", "H", "H", "H", "H", "H", "H", "H", "O", "S", "O", "O", "C", "C", "C", "H", "H", "H", "H", "H", "H", "H", "H", "O", "S", "O", "O", "C", "C", "C", "H", "H", "H", "H", "H", "H", "H", "H", "O", "S", "O", "O", "C", "C", "C", "H", "H", "H", "H", "H", "H", "H", "H", "O", "S", "O", "O", "C", "C", "C", "H", "H", "H", "H", "H", "H", "H", "H", "O", "S", "O", "O", "C", "C", "C", "H", "H", "H", "H", "H", "H", "H", "H", "O", "S", "O", "O", "C", "C", "C", "H", "H", "H", "H", "H", "H", "H", "H"], "positions_angstrom": [[4.9329, -5.0429, -3.0285], [4.1251, -4.1978, -3.9162], [2.7496, -3.9036, -3.6239], [4.8635, -2.7209, -4.2197], [6.0768, -2.4013, -3.4900], [5.8216, -2.0798, -1.9979], [4.1151, -4.9003, -5.6097], [6.6906, -1.6323, -3.9590], [6.7686, -3.2317, -3.6311], [6.7215, -1.5764, -1.6445], [5.5636, -2.8970, -1.3244], [5.1072, -1.2739, -1.8299], [3.6684, -4.1987, -6.3142], [3.5496, -5.8119, -5.8027], [5.0935, -5.0937, -6.0495], [-0.4765, -6.0382, -1.0238], [0.3311, -5.3585, -0.0109], [-0.1491, -5.2337, 1.3282], [1.8443, -6.0980, 0.0689], [2.4611, -6.4387, -1.1216], [3.2766, -7.7677, -1.0707], [0.8517, -3.6526, -0.5789], [3.1671, -5.6407, -1.3513], [1.7355, -6.4571, -1.9348], [2.6184, -8.5816, -0.7668], [4.0199, -7.7621, -0.2734], [3.7393, -7.9336, -2.0436], [-0.0641, -3.0791, -0.7222], [1.4579, -3.7947, -1.4737], [1.3620, -3.1579, 0.2476], [-5.2887, -4.0740, 1.1935], [-4.8812, -2.9585, 2.0449], [-4.9205, -1.5689, 1.6022], [-5.8928, -3.0463, 3.4436], [-6.5722, -4.2046, 3.6768], [-7.2243, -4.2200, 5.0344], [-3.2976, -3.4213, 2.9070], [-5.9010, -5.0563, 3.5663], [-7.3955, -4.3380, 2.9750], [-6.4886, -4.0589, 5.8224], [-7.6436, -5.1874, 5.3106], [-8.0545, -3.5226, 5.1459], [-3.5734, -4.2015, 3.6164], [-3.0016, -2.4430, 3.2857], [-2.6380, -3.7792, 2.1166], [-3.4484, 5.3527, -0.0337], [-2.3399, 5.8185, 0.8401], [-1.9039, 7.2110, 0.7876], [-2.8285, 5.3878, 2.3795], [-2.2809, 6.2006, 3.3922], [-2.6595, 5.5602, 4.7195], [-0.8276, 4.7187, 0.7632], [-2.4671, 7.2740, 3.3599], [-1.1938, 6.2627, 3.4411], [-2.1011, 6.0321, 5.5280], [-2.4319, 4.4993, 4.8233], [-3.7339, 5.5699, 4.9029], [-0.4154, 5.0657, -0.1843], [-1.0806, 3.6669, 0.8968], [-0.1567, 5.0259, 1.5655], [6.1706, 0.8312, -0.2233], [5.1477, 1.4837, 0.5883], [3.8015, 1.0094, 0.4537], [5.5755, 1.4629, 2.2520], [6.0814, 0.2717, 2.7836], [5.0061, -0.8104, 2.9566], [5.2917, 3.2897, 0.3622], [6.6455, 0.4959, 3.6889], [6.8468, -0.1092, 2.1074], [4.3042, -0.6481, 3.7745], [5.3138, -1.8301, 3.1884], [4.3707, -0.9020, 2.0757], [5.2925, 3.4962, -0.7081], [6.1577, 3.5911, 0.9516], [4.4262, 3.7598, 0.8290], [3.9115, -4.2416, 5.2463], [3.3889, -4.1434, 3.8966], [2.6134, -2.9184, 3.5179], [4.5933, -4.4746, 2.8704], [4.3812, -4.2698, 1.5074], [5.3850, -5.0864, 0.6774], [2.2580, -5.6723, 3.6744], [4.4166, -3.2200, 1.2163], [3.3812, -4.5869, 1.2117], [5.6909, -4.6413, -0.2694], [5.2074, -6.1411, 0.4670], [6.3469, -5.0986, 1.1901], [1.3232, -5.5195, 4.2139], [2.8133, -6.5481, 4.0102], [2.0455, -5.8761, 2.6249], [-2.8720, 0.6169, -3.6466], [-3.6664, -0.4262, -4.3127], [-3.8516, -0.5893, -5.7959], [-3.2250, -1.8614, -3.6627], [-2.7552, -1.9111, -2.2720], [-3.1960, -3.3153, -1.7805], [-5.4221, -0.3503, -3.5677], [-3.2238, -1.1163, -1.6917], [-1.6695, -1.8177, -2.2966], [-2.7442, -4.1603, -2.3000], [-4.2519, -3.5729, -1.6968], [-2.7874, -3.5017, -0.7873], [-5.3625, -0.3753, -2.4796], [-5.9172, -1.1769, -4.0773], [-5.8755, 0.5972, -3.8589], [-8.7317, 3.8538, -0.5669], [-7.6569, 3.7762, -1.5245], [-6.9514, 4.9396, -2.0761], [-6.5796, 2.6468, -0.9971], [-5.1857, 2.6739, -1.4204], [-4.4247, 1.8072, -0.3578], [-8.1890, 2.7136, -2.9104], [-4.8581, 3.7122, -1.4713], [-5.1167, 2.2857, -2.4366], [-4.8808, 0.8174, -0.3357], [-4.5684, 2.3252, 0.5904], [-3.3585, 1.8026, -0.5843], [-8.3152, 1.6953, -2.5425], [-7.4481, 2.6902, -3.7096], [-9.1165, 3.2159, -3.1851], [-0.2339, 1.8769, 7.2866], [-0.2251, 0.4726, 6.9142], [-0.1317, 0.0175, 5.5218], [0.9864, -0.2524, 7.7832], [1.6264, -1.4267, 7.3016], [2.6914, -1.0132, 6.2298], [-1.7022, -0.3565, 7.7405], [0.8493, -2.0592, 6.8726], [2.0012, -2.0177, 8.1372], [3.4668, -0.3058, 6.5238], [2.2983, -0.5078, 5.3477], [3.2263, -1.9161, 5.9354], [-2.6300, -0.2792, 7.1737], [-1.8542, 0.2099, 8.6593], [-1.4334, -1.3940, 7.9390], [-3.5890, 1.9791, 5.6561], [-4.0230, 0.9355, 4.7573], [-4.0983, -0.4687, 5.1276], [-5.4191, 1.4852, 4.0049], [-6.3500, 0.4941, 3.4494], [-7.7364, 0.6393, 4.0985], [-2.9579, 0.9609, 3.1892], [-6.0702, -0.5424, 3.6378], [-6.4509, 0.6814, 2.3804], [-8.3602, -0.2187, 3.8481], [-8.3648, 1.5233, 3.9901], [-7.6628, 0.7246, 5.1827], [-1.8986, 0.8465, 3.4191], [-3.0550, 1.9269, 2.6936], [-3.1952, 0.0692, 2.6091], [-3.7946, 1.7921, -7.2453], [-4.0496, 2.7761, -6.2223], [-5.0604, 2.5871, -5.1934], [-2.5899, 3.2401, -5.4499], [-2.7007, 4.1029, -4.3133], [-1.4159, 3.9880, -3.4139], [-4.3783, 4.3845, -7.1585], [-3.6044, 3.8589, -3.7549], [-2.8520, 5.1535, -4.5609], [-1.5185, 4.7255, -2.6178], [-0.6456, 4.3511, -4.0942], [-1.2348, 2.9702, -3.0685], [-4.8405, 5.0637, -6.4422], [-5.0752, 4.1593, -7.9658], [-3.4562, 4.7476, -7.6123], [-1.1193, 0.9817, 0.7687], [-0.4605, -0.3086, 0.7477], [-1.1855, -1.5403, 0.9949], [0.2699, -0.5387, -0.7216], [0.7797, 0.5958, -1.3097], [2.0180, 0.0486, -2.0706], [1.0879, -0.2409, 1.8780], [1.0523, 1.4080, -0.6358], [0.0202, 0.8703, -2.0418], [1.6877, -0.6026, -2.8799], [2.6574, -0.5836, -1.4546], [2.7066, 0.8529, -2.3296], [1.4098, 0.8000, 1.9068], [1.9192, -0.7723, 1.4147], [0.8103, -0.7399, 2.8065], [-1.5499, -0.1449, -7.2305], [-0.4273, -0.2658, -6.2564], [-0.5560, -1.1361, -5.1083], [0.9036, -0.6609, -7.1162], [1.9670, -1.2308, -6.3474], [3.2166, -1.3671, -7.1553], [0.0670, 1.3715, -5.6741], [1.5981, -2.2189, -6.0722], [2.2174, -0.6351, -5.4696], [4.0940, -1.6980, -6.5996], [3.4960, -0.4251, -7.6274], [3.0996, -2.1733, -7.8795], [0.2036, 1.9863, -6.5637], [0.9543, 1.1811, -5.0704], [-0.8296, 1.6919, -5.1434], [4.7359, 1.9065, -7.8085], [4.4544, 2.2529, -6.3994], [3.2503, 1.7733, -5.7269], [5.8179, 1.9660, -5.4543], [5.7514, 1.9793, -4.0417], [7.1623, 1.8461, -3.4522], [4.4169, 4.0755, -6.2649], [5.2695, 1.0321, -3.7994], [5.2538, 2.8871, -3.7007], [7.9248, 2.5617, -3.7599], [7.4759, 0.8096, -3.5762], [7.1939, 1.8262, -2.3629], [4.0127, 4.3007, -5.2780], [3.9163, 4.5767, -7.0935], [5.4584, 4.3948, -6.2260], [0.7585, 2.9233, 3.0379], [1.9512, 3.6846, 3.2551], [2.5587, 4.4223, 2.0995], [1.8213, 4.5915, 4.5965], [1.2004, 4.0449, 5.6801], [1.1438, 5.0447, 6.8045], [3.1941, 2.4615, 3.8324], [1.6281, 3.0873, 5.9771], [0.1635, 3.7860, 5.4660], [0.3938, 4.9179, 7.5852], [0.6742, 5.9728, 6.4788], [2.1529, 5.2080, 7.1829], [3.3783, 1.8317, 2.9621], [2.8227, 1.8194, 4.6310], [4.1013, 2.9670, 4.1636]], "multiplicity": 1, "homo_lumo_gap_ev": 9.7, "homo_ha": -0.3667}

---

Winner for stability: (P)